(1)
DFT (ωB97M-V/def2-TZVPD) results for a 2-piece molecular cluster, H5N2P overall in a non-equilibrium geometry.

Geometry (Å):
N (-1.19654, -0.28952, 0.57032)
N (1.18958, -0.37849, 0.43748)
P (0.08428, 0.78474, 0.74532)
H (-2.23484, 0.01316, 0.77953)
H (-0.94618, -1.24339, 0.92392)
H (2.19660, -0.26168, 0.12786)
H (0.82578, -1.23949, 0.05332)
H (0.18619, 2.55525, -1.45859)

Output
Energy relative to the best compared isomer or geometry (same formula, charge and spin) ... 72.1 kcal per mole

These are the natural (NBO) partial charges, in e, on atoms 1 to 2:
1. N -1.2100
2. N -1.2026

=====

(2)
DFT (ωB97M-V/def2-TZVPD) results for a 2-piece molecular cluster, H5N2PS2 overall in a non-equilibrium geometry.

Geometry (Å):
N (0.01717, 0.87938, 0.67655)
N (-0.31024, -0.05575, -1.86088)
P (0.42749, -0.29055, 1.73938)
S (1.20787, 0.21728, 3.53572)
S (0.03579, -2.02774, 1.01581)
H (0.01971, 1.79248, 0.97562)
H (-0.04763, 0.69524, -0.36315)
H (0.21108, -0.43066, -2.69933)
H (-1.32119, 0.01704, -1.93791)
H (-0.24006, -0.79672, -1.08182)

Output
Energy relative to the best compared isomer or geometry (same formula, charge and spin) ... 16.0 kcal per mole

These are the natural (NBO) partial charges, in e, on atoms 1 to 2:
1. N -1.1842
2. N -1.1192

=====

(3)
DFT (ωB97M-V/def2-TZVPD) results for an isolated ion of composition H5N3P and charge -1.

Geometry (Å):
N (-1.65364, 0.90882, -0.00307)
P (-0.72613, -0.38950, -0.02186)
N (0.44244, -0.66250, 1.04333)
N (1.70219, -0.02071, 0.66041)
H (-1.59868, 1.42011, -0.87750)
H (-0.14478, -0.50099, -1.33287)
H (-1.51464, -1.55683, 0.10264)
H (1.89072, -0.18807, -0.33000)
H (1.60251, 0.98967, 0.75891)

Output
Energy relative to the best compared isomer or geometry (same formula, charge and spin) ... 0.0 kcal per mole
Charge ... -1
Structure (SMILES) ... N=[PH2][N-]N

These are the natural (NBO) partial charges, in e, on atoms 1 to 2:
1. N -1.4218
2. P 1.5119

=====

(4)
DFT (ωB97M-V/def2-TZVPD) results for one molecule with the formula H5N4OP in a non-equilibrium geometry.

Geometry (Å):
N (0.79497, 0.82556, -2.29347)
N (0.88390, 0.82031, -1.06168)
N (-0.38843, -0.59780, 2.33390)
N (-0.24272, 0.22025, 1.09635)
O (-0.83206, -1.31048, -1.40521)
P (0.66724, -0.59423, -0.17180)
H (1.11260, 1.73167, -2.59730)
H (0.62215, -0.78093, 2.58618)
H (-0.77521, -0.05213, 3.02147)
H (-1.16032, 0.52962, 0.69965)
H (-0.68212, -0.79183, -2.20809)

Output
Energy relative to the best compared isomer or geometry (same formula, charge and spin) ... 54.6 kcal per mole
Structure (SMILES) ... [H]/N=N/P(O)NN

These are the natural (NBO) partial charges, in e, on atoms 1 to 2:
1. N -0.2954
2. N -0.4637